# C62H52B3NO23

A 10-piece molecular cluster, C62H52B3NO23 overall at a distorted geometry (ωB97M-V with the def2-TZVPD basis set, the Open Molecules 2025 dataset).

Geometry as XYZ:
```
141
C62H52B3NO23 | the Open Molecules 2025 dataset | ωB97M-V with the def2-TZVPD basis set
C 6.24961 1.70617 7.37643
C -0.86319 7.58313 -3.38066
C -4.76513 11.18075 -2.85674
C -0.95054 2.00491 -0.55944
C 1.75671 -4.53901 7.30523
O 4.30381 -12.07996 5.09265
H 2.11413 -4.13133 2.28649
H 5.18006 -7.75948 4.35136
C -5.45440 11.56336 -3.93601
H -6.14232 5.28916 -8.09033
N -7.75274 -1.59095 1.96170
C -2.61563 4.86995 -6.39088
H -5.11422 1.91350 1.99058
H 3.16549 0.97988 -0.09155
C -4.14587 9.02785 -4.01745
C -0.66568 0.80270 -6.86594
O -3.42648 9.53468 -1.83164
C 2.73463 -10.02108 -1.50585
C 2.81937 -9.61219 -0.08971
H 5.14375 -7.08652 -0.47069
H -0.68733 0.17886 0.93854
O 2.15285 -10.16745 0.77281
C -1.21706 -4.26282 4.38107
H 1.01851 -5.24799 6.94994
C 4.38036 -8.30822 -2.11491
C 3.53218 -3.80816 8.83224
H 4.72454 0.00588 4.74015
C 1.46169 1.08530 -8.19264
C 0.20661 -3.15380 2.71932
H 2.25437 0.85778 1.57759
O 5.04687 -7.75296 -2.97744
H -2.31994 6.93129 -6.79811
H -2.90215 0.93641 1.81558
H -0.95736 1.43606 -1.58289
H 2.70630 -1.61428 1.59192
C -1.25066 5.35596 -2.43048
O 6.93728 3.88977 4.65331
C -5.18464 5.11733 -7.61374
O -8.50014 -0.37282 -0.30133
O -0.38314 -6.25281 5.32810
C 3.98046 -10.98351 4.65704
O 0.38286 -2.22704 1.94050
H -1.75562 -2.46426 3.39237
C 3.64301 -2.54083 8.08337
H 5.60100 1.98382 3.50484
C 2.66732 -1.22526 0.48857
C 4.46510 -7.89933 -0.69878
C -4.82958 3.91928 -7.13946
H 2.06008 0.77691 -9.04121
C 0.16632 0.39913 -8.01664
C 6.50544 2.91992 5.26110
C 5.49429 0.64234 6.68539
H 3.40930 -9.70141 -3.49246
B -7.45311 -0.87677 0.64341
C 0.26832 5.54581 -4.34747
H 6.39873 1.57844 8.44166
O 1.15745 -3.04194 5.58709
C 2.67042 -10.77149 4.01001
B -7.82595 0.43832 -1.37426
H -3.07937 2.79108 -0.90827
H -3.62306 8.08028 -3.97252
H -1.61279 0.28952 -6.75003
C 1.21678 -4.21703 2.88753
C 3.73893 -8.50681 0.24460
C 3.46080 -9.41360 -2.44923
C 2.30138 0.40621 0.49930
C 1.86541 2.03601 -7.34440
C 1.86755 -3.27168 6.55636
H 5.84205 -9.99265 5.23517
H -3.25204 0.19045 0.11226
H 1.35768 -9.40161 3.05915
C 1.03341 2.43958 -6.19370
H 1.79410 -1.79236 -0.08275
O -6.17379 11.05654 -6.12183
H -5.97722 12.51094 -3.98094
C 4.88437 -9.82082 4.75859
H 4.38121 -1.83186 8.43866
H 2.46249 -5.71229 8.92624
C -5.54102 10.70641 -5.13515
C 4.52931 -8.62277 4.28431
C -3.27294 1.20162 0.71441
O 1.40303 3.30825 -5.41568
C 0.05039 7.00533 -4.38631
H -2.14092 7.22429 -1.72456
C 5.75012 1.85608 4.57006
C -0.26196 1.75340 -6.01770
O -5.87802 -0.57146 3.66091
H -4.69268 11.79769 -1.96907
O -4.60409 7.37647 -7.94780
H -0.34540 3.02089 -0.69507
C -1.46859 6.81548 -2.46932
C 2.31536 -9.57344 3.53573
C -4.28073 6.28002 -7.51219
C -6.85056 -1.18802 2.94970
H 2.01966 -11.63478 3.94296
C -4.05925 9.88481 -2.81831
C -2.42594 2.42133 0.02005
H -2.42542 3.32203 0.77757
C 1.02427 -5.22800 3.74029
O 2.89591 -7.31430 3.20167
H -5.48034 3.05599 -7.20652
H -4.88860 2.82147 0.35446
O -3.19619 2.61081 -6.05682
C 3.21927 -8.41075 3.63728
C 2.53147 -4.78820 8.36541
H -2.11440 -4.34852 4.98211
C 2.86825 -2.29165 7.02319
H 3.79042 -8.21900 1.28783
H 1.75535 -6.01558 3.87623
C -2.97069 6.06800 -6.86516
H -8.10219 0.28634 -2.52043
C -1.02454 -3.25185 3.52831
C -0.20688 -5.32605 4.54928
H 2.81252 2.54919 -7.46031
O 0.60563 7.70898 -5.21883
C -4.84566 1.74225 0.86144
C -4.83514 9.41047 -5.09673
H -4.90760 8.79353 -5.98440
H -0.86035 2.06180 -5.16913
H 0.26082 1.73718 1.41566
C -0.04889 1.08461 0.49459
O -6.80482 1.45236 -0.94868
B -5.90456 0.77217 0.04630
H 7.27519 3.55638 7.20635
H 0.94065 5.13700 -5.09223
C 6.71993 2.76723 6.71365
H 2.93724 -1.36756 6.46236
H -1.01266 8.65508 -3.42347
O 5.06244 -0.32751 7.29319
O -1.80591 4.65231 -1.59796
H -0.18761 3.70621 -3.39332
C -3.51954 3.70726 -6.49243
H 3.65413 -1.40564 -0.12413
O 1.07265 0.54933 -0.29590
O -0.20330 -0.46953 -8.79466
C -0.33708 4.77816 -3.43613
O 4.24228 -4.03791 9.80151
H 2.05598 -10.83389 -1.73393
O -5.99395 -0.70576 0.32124
H -1.65795 4.69812 -5.91430
C 5.27980 0.79503 5.23284
```

## Properties
Highest occupied orbital energy   -9.041 eV
Electronic energy   -115738.36287 eV
Molar mass   1211.52 g/mol
Orbital gap   7.017 eV

=====

# C62H64ClCsGeN6O4P2S2

C62H64ClCsGeN6O4P2S2 as an isolated structure at a distorted geometry (ωB97M-V with the def2-TZVPD basis set, the Open Molecules 2025 dataset).

Geometry as XYZ:
```
143
C62H64ClCsGeN6O4P2S2 | the Open Molecules 2025 dataset | ωB97M-V with the def2-TZVPD basis set
Ge -0.79615 2.94597 -0.45998
H -2.75435 -2.56441 2.29571
C 3.77536 -4.04249 -0.22161
C -4.76040 3.24777 1.32890
Cl 3.20821 1.46516 -7.78722
H -7.56064 -0.36006 -1.23372
C -2.05862 1.38084 3.92631
H 1.19762 -4.20470 0.48920
H -3.37793 -3.42265 -0.81719
H -2.46480 -3.36309 -3.03278
H 0.50074 1.93092 -5.14472
H 3.88037 5.29322 1.07880
S 1.97887 -1.97402 0.10180
H 4.10469 3.21372 -5.71507
H 3.22464 -4.46894 4.22156
H 6.39633 -2.42707 2.08574
H 3.75126 5.73549 2.80790
H 0.95613 -5.74466 -2.31597
H 4.65358 4.28956 2.28985
C 1.60798 -3.40848 3.31177
H -3.20776 3.42214 -1.07933
N 8.19258 -5.24927 1.37719
H -5.48052 3.29404 -0.71946
C -5.67373 0.37041 -1.95033
H 4.18278 2.93829 -3.25635
C -1.03723 -5.01291 -2.88425
C -5.69470 3.76160 0.24146
H 1.79841 -1.96097 -4.16935
C 0.08660 2.12249 -3.05580
H 0.03030 -7.02297 -0.58498
H 3.08061 -1.88356 -2.94316
H 1.47043 -3.54377 -2.14361
H 0.80130 4.67150 -1.34582
C -0.55859 1.62039 -1.91855
C -2.74954 2.96972 -0.19447
C 0.12090 6.35984 0.67750
C -0.57635 -2.95593 0.43106
C 1.32937 -5.39508 4.64078
C 3.27652 1.27135 -6.03996
H -6.11122 1.02451 -2.69449
C -3.37776 1.63113 4.25799
O 3.36067 0.67892 -1.97825
H 1.57662 -1.04845 -2.66839
C 3.11556 2.82981 -0.75111
H -1.77983 5.90585 -0.23261
H 4.07039 0.99067 -0.15090
H -5.07763 3.64301 2.30065
C 2.29459 -1.31571 -3.44574
C 4.45496 -2.17461 1.21711
H 2.08800 3.90796 1.26944
C 0.23197 -3.34659 3.09190
H -2.29411 -4.06537 1.21429
H 2.41335 -0.69064 -6.10512
H -0.70966 4.63849 -2.24196
C -0.58277 -2.81581 -2.04078
C 3.36331 0.94750 -3.31019
N -1.64203 0.24593 3.37187
H -1.67195 -5.90779 -2.96244
H -4.85206 2.15829 1.40075
C -4.29040 0.31477 -1.82755
H -1.98250 -1.08131 -3.41599
O 1.09213 2.81349 3.25741
C -0.26715 5.68912 1.98866
C 0.10550 -5.21315 -1.87233
H -5.58942 4.84290 0.11329
H -0.93956 -0.09392 -5.39935
C 3.76470 2.29366 -5.25952
H -3.16969 4.68275 1.08036
H -5.35539 0.78270 4.19255
C -1.33333 -2.26404 -0.76889
H -3.66755 2.57521 4.69624
C 3.77397 4.91177 2.09047
H -1.25946 6.01780 2.30846
H 0.69301 3.01436 -2.97601
P -0.39879 -2.00264 2.00296
O 3.65217 3.94666 -0.82245
C 3.96507 1.59013 -1.06080
H 3.87450 3.75979 4.26277
Cs 1.27555 0.82835 1.29396
C 3.81435 2.13471 -3.87493
C -2.29310 -3.50553 -0.88013
H -4.07602 -1.93255 0.67567
H 2.25746 -2.64172 2.90360
C 2.81780 0.08969 -5.47348
H -1.36203 -6.19912 1.14550
H -6.74048 3.55312 0.47671
C -3.28894 3.59499 1.08880
H 1.17305 6.15921 0.45144
N 2.88153 3.64609 4.38716
H -0.27579 -2.11968 -2.81330
H 1.75507 -6.19655 5.23207
C -0.02719 1.51631 -4.29457
C -1.40590 -0.16937 -3.31249
H -3.67964 0.93226 -2.47245
C -1.25323 0.40163 -2.04452
C -1.60941 -4.13491 0.36108
C 5.66005 -2.87322 1.43053
C -0.81550 0.38149 -4.43452
C 2.84201 -0.08676 -4.10256
C -1.08410 -5.53731 0.33083
O 1.93580 2.59210 -0.36324
C -6.48334 -0.40317 -1.13367
C -3.89569 -0.54476 3.39092
C -0.29911 -5.98802 -0.64607
C -4.51601 -1.28095 -0.06885
H -4.60204 -1.32806 3.14842
H -3.06635 1.92573 -0.19364
C 0.56236 -3.74127 -1.57267
C 0.80310 -3.37700 -0.10390
H -2.70335 3.24411 1.94166
C 4.97236 -4.70275 0.01663
H 0.43829 5.92746 2.78636
N 5.43256 -7.00662 -1.08636
C 7.18800 -4.74305 1.13535
N -2.05943 -1.86961 2.52620
C -5.89560 -1.23469 -0.18855
H -0.21988 2.68174 0.92942
C 2.11567 3.49565 3.24108
C -3.68441 -0.51222 -0.88444
C -0.72767 5.95744 -0.53409
C 5.91898 -4.09810 0.85171
S 4.16349 -0.66253 2.01469
H -6.51000 -1.85018 0.45751
C -0.04433 -5.32198 4.45569
C -1.71373 -3.79465 -2.35860
P -1.86643 -0.49933 -0.55574
H 4.95133 1.90687 -1.41079
H -1.28470 2.12332 4.09085
N 2.54504 4.15285 2.14386
C -0.28513 4.66763 -1.23488
H -0.29389 4.60183 1.92302
C -4.30471 0.63216 3.97172
C 3.50989 -2.80858 0.36585
C 5.22749 -5.98426 -0.59864
H 0.04528 7.44383 0.81444
H -1.65984 -4.25714 3.54533
C -0.58678 -4.30375 3.68454
H 3.04633 -4.50287 -0.87419
H -0.69454 -6.06286 4.90502
C 2.15312 -4.43359 4.07216
H 2.63663 2.94024 5.06571
H -0.67712 6.76749 -1.27028
C -2.52975 -0.70612 3.10194
```

## Properties
Highest occupied orbital energy   -0.590 eV
Electronic energy   -192299.85355 eV
Molar mass   1324.28 g/mol
Total charge   -2
Orbital gap   3.722 eV
Energy above the lowest of the compared OMol25 structures with the same formula, charge and spin   3.050 eV

=====

Which of these has the lowest electronic energy? C62H64ClCsGeN6O4P2S2

=====

highest occupied orbital energy of number 1 (C62H52B3NO23)? -9.041 eV

=====

The highest molar mass belongs to which entry? C62H64ClCsGeN6O4P2S2